Record 1
56
Properties=species:S:1:pos:R:3:forces:R:3 method="wB97M-V/def2-TZVPD" total_charge=0 e_above_lowest_kj_mol=158.61 e_tot_ev=-170579.5171 homo_energy_ev="-4.806 / -7.416" multiplicity=5 lumo_ev="-0.148 / 0.237" s_squared=6.17
Fe 0.146 0.627 0.230 -0.1 -0.3 1.0
O -0.958 2.124 0.917 0.0 -0.3 0.0
N -2.034 1.824 1.672 0.1 0.2 -0.2
C -2.776 2.892 2.046 0.0 -0.1 0.0
C -3.890 2.746 2.816 0.0 0.0 0.0
C -4.253 1.449 3.208 -0.1 0.1 0.0
C -3.494 0.385 2.813 0.1 -0.1 0.0
C -2.336 0.545 2.016 -0.1 0.1 0.1
S -1.358 -0.752 1.509 -0.1 0.0 0.0
H -2.394 3.829 1.672 0.0 0.0 0.0
H -4.461 3.618 3.099 0.0 0.0 0.0
H -5.132 1.290 3.818 0.0 0.0 0.0
H -3.752 -0.625 3.097 0.0 0.0 0.0
S 6.021 -3.071 3.221 0.2 0.0 0.0
N 5.213 -3.306 1.842 -0.1 0.0 0.0
C 4.261 -2.395 1.793 -0.1 0.0 -0.2
C 3.286 -2.247 0.712 0.2 0.1 0.3
C 3.232 -3.064 -0.381 -0.1 -0.1 -0.3
C 2.252 -2.826 -1.373 0.2 0.0 0.1
C 1.398 -1.766 -1.199 0.0 0.2 0.0
N 1.420 -0.957 -0.130 -0.3 0.0 -0.1
C 2.348 -1.184 0.858 0.0 0.0 -0.1
C 2.340 -0.330 1.980 -0.1 0.1 0.1
N 1.397 0.660 2.010 0.0 -0.1 -0.1
C 1.367 1.503 3.040 -0.1 0.0 -0.1
C 2.237 1.433 4.109 0.1 -0.1 0.0
C 3.216 0.423 4.101 -0.1 0.2 0.1
C 3.276 -0.448 3.046 0.2 -0.3 -0.1
C 4.256 -1.523 2.925 -0.1 0.2 0.0
N 5.205 -1.801 3.798 -0.1 0.0 0.0
H 3.941 -3.876 -0.477 0.0 0.0 0.0
H 2.170 -3.451 -2.250 0.0 0.0 0.0
H 0.647 -1.524 -1.944 0.0 0.0 0.0
H 0.598 2.266 2.990 0.0 0.0 0.0
H 2.157 2.138 4.922 0.0 0.0 0.0
H 3.927 0.324 4.912 0.0 0.0 0.0
Cl 1.375 1.595 -2.120 0.2 0.3 0.2
C 1.497 1.931 -0.340 -0.1 -0.1 -0.9
H 1.159 2.948 -0.165 0.1 0.0 0.1
H 2.512 1.713 -0.032 0.0 0.1 0.0
C -1.528 2.133 -4.544 -0.1 -0.1 0.0
N -1.969 0.747 -4.497 0.1 0.1 0.0
C -2.115 -0.095 -5.581 0.0 0.0 0.0
C -2.499 -1.295 -5.100 0.0 0.0 0.0
N -2.585 -1.171 -3.728 0.0 -0.1 0.0
C -2.916 -2.234 -2.792 0.0 0.1 -0.1
C -2.253 0.085 -3.354 0.1 -0.1 0.0
Se -2.210 0.745 -1.635 -0.1 0.1 0.0
H -1.563 2.466 -5.578 0.0 0.0 0.0
H -0.517 2.222 -4.152 0.0 0.0 0.0
H -2.191 2.737 -3.929 0.0 0.0 0.0
H -1.943 0.238 -6.589 0.0 0.0 0.0
H -2.728 -2.216 -5.606 0.0 0.0 0.0
H -3.388 -3.042 -3.345 0.0 0.0 0.0
H -3.593 -1.841 -2.036 0.0 0.0 0.0
H -2.017 -2.594 -2.294 0.0 0.0 0.0



Record 2
56
Properties=species:S:1:pos:R:3:forces:R:3 method="wB97M-V/def2-TZVPD" total_charge=0 e_above_lowest_kj_mol=44.59 e_tot_ev=-170580.6989 homo_energy_ev="-6.462 / -7.284" multiplicity=5 lumo_ev="-0.686 / -0.686" s_squared=6.02
Fe 0.411 -0.544 0.190 0.1 0.0 -0.1
O -1.404 -0.235 1.248 0.1 0.1 0.1
N -1.661 -0.887 2.374 -0.2 0.0 0.0
C -2.854 -0.628 2.960 0.0 0.0 0.0
C -3.250 -1.259 4.105 0.1 0.0 0.0
C -2.383 -2.198 4.679 0.0 0.0 0.0
C -1.174 -2.436 4.084 0.0 -0.1 0.1
C -0.771 -1.773 2.907 0.1 0.0 0.0
S 0.744 -2.006 2.172 0.0 -0.1 0.0
H -3.436 0.114 2.437 0.0 0.0 0.0
H -4.210 -1.021 4.539 0.0 0.0 0.0
H -2.659 -2.723 5.584 0.0 0.0 0.0
H -0.471 -3.143 4.500 0.0 0.0 0.0
S 3.187 6.808 -0.122 0.0 -0.1 0.0
N 2.770 5.902 1.149 -0.1 0.0 0.0
C 2.361 4.737 0.672 0.1 0.1 0.0
C 1.890 3.618 1.461 -0.1 -0.1 0.1
C 1.816 3.636 2.852 0.0 0.0 0.0
C 1.362 2.510 3.500 0.0 0.0 0.1
C 0.997 1.394 2.749 0.0 0.0 -0.1
N 1.055 1.364 1.425 0.1 0.1 0.1
C 1.492 2.458 0.787 0.0 0.0 0.1
C 1.544 2.380 -0.675 0.0 0.0 -0.1
N 1.113 1.237 -1.218 0.0 0.1 -0.1
C 1.159 1.116 -2.535 0.0 0.0 0.1
C 1.623 2.126 -3.375 0.0 0.1 0.0
C 2.048 3.314 -2.825 0.0 -0.1 0.0
C 2.011 3.454 -1.438 0.0 -0.1 -0.1
C 2.423 4.656 -0.744 0.1 0.1 0.0
N 2.878 5.761 -1.313 -0.1 0.0 0.0
H 2.122 4.524 3.389 0.0 0.0 0.0
H 1.294 2.471 4.578 0.0 0.0 0.0
H 0.669 0.482 3.225 0.0 -0.1 0.0
H 0.803 0.177 -2.935 0.0 0.0 0.0
H 1.635 1.965 -4.444 0.0 0.0 0.0
H 2.407 4.133 -3.434 0.0 0.0 0.0
Cl 3.094 -1.394 -0.526 0.1 0.1 0.0
C 1.405 -1.827 -1.129 -0.1 0.0 0.1
H 1.296 -2.882 -0.876 0.0 0.0 0.0
H 1.483 -1.753 -2.214 0.0 0.0 0.0
C -2.241 2.411 -0.690 0.0 0.0 0.0
N -3.257 1.407 -0.468 0.0 0.0 0.0
C -4.363 1.534 0.341 -0.1 -0.1 0.0
C -4.983 0.333 0.357 -0.1 0.1 0.0
N -4.242 -0.514 -0.440 0.1 0.0 0.1
C -4.474 -1.930 -0.641 0.0 0.0 0.0
C -3.176 0.145 -0.945 0.0 0.1 -0.2
Se -1.903 -0.535 -2.075 0.0 -0.1 0.0
H -2.547 3.328 -0.191 0.0 0.0 0.0
H -2.115 2.586 -1.758 0.0 0.0 0.0
H -1.296 2.058 -0.279 0.0 0.0 0.0
H -4.618 2.461 0.822 0.0 0.0 0.0
H -5.883 0.012 0.849 0.0 0.0 0.0
H -5.347 -2.221 -0.061 0.0 0.0 0.0
H -3.598 -2.486 -0.308 0.0 0.0 0.0
H -4.638 -2.138 -1.696 0.0 0.0 0.0



Record 3
54
Properties=species:S:1:pos:R:3:forces:R:3 method="wB97M-V/def2-TZVPD" smiles="CCn1c(SCC(=O)N2c3ccccc3Sc3ccc(Cl)cc32)nc2c1c(=O)n(C)c(=O)n2C" total_charge=0 e_above_lowest_kj_mol=0.00 e_tot_ev=-71964.4397 homo_energy_ev=-8.132 lumo_ev=0.461
C -2.938 1.324 1.904 0.2 0.1 0.2
C -1.766 1.456 2.868 -0.7 0.2 0.1
N -0.578 0.802 2.372 0.5 0.0 -0.3
C 0.295 1.254 1.451 0.1 -0.3 0.1
S 0.075 2.783 0.658 0.0 0.4 -0.1
C 1.334 2.645 -0.665 -0.2 0.2 0.3
C 0.565 2.674 -1.974 0.3 0.1 0.3
O 0.436 3.697 -2.605 0.0 0.2 0.0
N -0.080 1.510 -2.306 -0.4 -0.2 -0.3
C -1.203 1.534 -3.175 -0.3 0.1 -0.3
C -1.175 2.207 -4.387 0.0 0.0 -0.1
C -2.311 2.250 -5.178 0.0 0.0 0.0
C -3.470 1.607 -4.777 -0.1 0.0 0.0
C -3.495 0.907 -3.584 0.1 0.0 0.0
C -2.364 0.872 -2.785 0.1 -0.2 0.2
S -2.415 -0.029 -1.254 0.2 0.2 -0.2
C -0.737 -0.575 -1.242 -0.2 0.2 0.0
C -0.407 -1.821 -0.728 0.0 0.2 -0.1
C 0.889 -2.289 -0.814 0.2 0.0 0.0
C 1.851 -1.510 -1.442 -0.3 0.1 0.0
Cl 3.449 -2.123 -1.666 0.2 -0.1 -0.1
C 1.544 -0.250 -1.923 -0.1 -0.2 0.0
C 0.250 0.238 -1.794 0.3 -0.5 0.2
N 1.329 0.446 1.259 0.2 -0.1 0.1
C 1.110 -0.588 2.103 -1.2 0.6 0.5
C -0.074 -0.409 2.801 0.7 -0.4 -0.2
C -0.557 -1.351 3.763 0.1 0.3 -0.2
O -1.568 -1.261 4.435 -0.2 0.1 0.1
N 0.298 -2.454 3.856 -0.1 -0.2 0.2
C -0.068 -3.510 4.785 -0.1 -0.2 0.2
C 1.507 -2.643 3.204 0.1 0.2 -0.3
O 2.187 -3.624 3.403 0.2 -0.3 0.1
N 1.905 -1.668 2.311 0.0 -0.2 0.1
C 3.220 -1.775 1.719 0.2 -0.2 0.0
H -2.719 1.817 0.961 0.0 0.0 -0.1
H -3.817 1.785 2.342 -0.1 0.1 0.1
H -3.154 0.276 1.713 0.0 -0.1 0.0
H -2.013 0.980 3.820 0.1 0.2 -0.1
H -1.531 2.512 3.032 0.0 -0.1 0.1
H 1.968 3.528 -0.606 0.0 -0.1 -0.1
H 1.887 1.735 -0.454 0.1 0.1 0.0
H -0.275 2.716 -4.689 0.0 0.0 0.0
H -2.286 2.789 -6.112 0.0 0.0 -0.1
H -4.354 1.643 -5.393 -0.1 0.0 -0.1
H -4.387 0.394 -3.258 -0.1 -0.1 0.0
H -1.177 -2.422 -0.271 -0.1 -0.1 0.0
H 1.145 -3.262 -0.425 0.1 -0.1 0.0
H 2.299 0.352 -2.405 0.1 0.0 -0.1
H 0.699 -3.613 5.552 0.0 0.0 0.0
H -1.020 -3.236 5.235 0.1 -0.1 0.0
H -0.155 -4.456 4.251 0.0 0.0 0.1
H 3.320 -2.731 1.208 0.0 0.1 0.0
H 3.341 -0.951 1.023 0.0 0.0 0.0
H 3.982 -1.724 2.499 0.0 0.0 -0.1



Record 4
52
Properties=species:S:1:pos:R:3:forces:R:3 method="wB97M-V/def2-TZVPD" total_charge=0 e_tot_ev=-61299.9110 homo_energy_ev=-7.367 lumo_ev=-1.853
O 6.326 6.163 -2.244 -0.7 -2.1 -1.2
N 6.027 5.136 -2.899 1.8 2.1 -1.3
O 6.426 4.933 -4.071 -0.8 0.3 2.4
C 5.187 4.148 -2.285 -1.1 -1.5 1.0
C 4.855 2.978 -3.005 0.0 0.6 0.5
C 4.037 2.018 -2.401 -0.3 0.1 0.2
C 3.549 2.186 -1.083 0.3 1.0 -0.1
S 2.687 0.760 -0.229 0.4 -0.7 -1.1
C 0.873 0.544 -0.169 1.2 1.7 0.5
Cl 0.362 -0.458 -1.433 -0.4 -0.6 -2.0
O 3.130 -0.269 -1.158 0.1 -0.3 0.9
O 3.176 0.843 1.134 -0.3 0.1 -0.2
C 3.927 3.345 -0.372 -0.2 -0.2 -0.4
C 4.735 4.328 -0.958 0.2 -0.1 -0.7
H 5.254 2.850 -4.016 -0.3 0.0 0.5
H 3.787 1.129 -2.977 0.0 0.1 0.4
H 0.423 1.548 -0.164 -0.1 -0.4 -0.1
H 3.581 3.492 0.651 0.1 -0.1 -0.2
H 5.039 5.230 -0.418 -0.2 -0.4 -0.2
C 0.069 -6.858 0.193 0.0 0.3 0.3
O 0.752 -5.969 1.108 -0.4 0.7 0.1
C 0.258 -4.710 1.299 -0.2 0.2 -0.6
C 1.128 -3.706 1.818 -0.2 -0.8 -0.2
C 0.777 -2.377 1.732 -0.4 0.3 0.0
C -0.529 -1.954 1.299 0.7 -1.2 -0.6
C -0.883 -0.587 1.114 0.3 0.6 2.3
C -2.235 -0.184 0.775 -0.8 0.2 -1.0
C -2.900 0.798 1.563 0.1 -0.3 -0.2
C -4.177 1.212 1.232 -0.3 -0.8 -1.2
C -4.839 0.635 0.123 0.8 0.9 -0.2
O -5.969 1.302 -0.265 0.4 0.0 1.2
C -6.153 2.434 0.685 -0.1 -0.3 -0.5
C -5.030 2.326 1.739 -0.4 0.5 0.5
C -4.243 -0.388 -0.629 -0.7 0.5 0.3
C -2.950 -0.758 -0.326 0.3 0.0 0.8
C -1.427 -3.016 0.987 0.0 0.4 -0.4
C -1.052 -4.339 0.921 0.7 -0.6 0.2
H 0.763 -7.682 0.029 -0.1 0.1 0.0
H -0.866 -7.242 0.622 0.2 0.1 0.0
H -0.150 -6.358 -0.759 0.1 0.0 0.2
H 2.091 -4.044 2.215 -0.2 0.3 -0.3
H 1.528 -1.621 1.967 -0.2 -0.1 0.0
H -0.210 0.196 1.505 -0.9 -0.9 0.6
H -2.449 1.173 2.482 0.2 0.1 -0.4
H -6.088 3.369 0.104 0.0 -0.5 0.1
H -7.161 2.358 1.121 0.4 -0.1 -0.3
H -5.464 2.107 2.726 0.2 0.1 -0.2
H -4.472 3.268 1.799 -0.1 -0.2 0.1
H -4.816 -0.837 -1.429 0.2 0.0 -0.2
H -2.487 -1.534 -0.930 0.1 0.4 0.1
H -2.452 -2.809 0.719 0.0 0.2 0.2
H -1.744 -5.105 0.560 0.2 0.4 0.2